DFT (ωB97M-V/def2-TZVPD) results for a 7-piece molecular cluster, C27H56N7O11P overall in a non-equilibrium geometry.

Last column: Löwdin charge in e.
Cartesian coordinates (Å):
O (2.67, 0.28, 2.07)  0.0489
C (3.10, -0.83, 1.94)  -0.2641
C (3.38, -1.49, 0.62)  -0.1157
C (4.61, -0.92, -0.15)  -0.4179
P (5.47, -2.26, -1.22)  0.9631
O (4.87, -3.60, -0.51)  -0.2804
O (7.03, -2.40, -0.65)  -0.2855
C (4.10, 0.04, -1.27)  -0.1031
C (5.38, 0.74, -1.66)  -0.5121
O (5.73, 1.14, -2.74)  0.0857
N (6.17, 0.80, -0.51)  0.1002
C (5.51, 0.10, 0.62)  -0.2654
C (6.57, -0.39, 1.60)  -0.0864
C (6.04, -1.34, 2.64)  -0.3664
C (6.84, -2.51, 3.01)  0.0222
O (5.54, -2.55, 2.20)  -0.0789
H (3.31, -1.45, 2.84)  0.1166
H (3.49, -2.55, 0.78)  0.0882
H (2.50, -1.33, -0.01)  0.1256
H (5.53, -4.30, -0.46)  0.0695
H (7.51, -1.62, -0.97)  0.0482
H (3.43, 0.75, -0.79)  0.1391
H (3.65, -0.47, -2.12)  0.1124
H (6.62, 1.68, -0.33)  0.1463
H (4.88, 0.83, 1.14)  0.1401
H (7.40, -0.86, 1.08)  0.1002
H (6.92, 0.48, 2.17)  0.1291
H (5.50, -0.86, 3.46)  0.1233
H (7.57, -2.86, 2.29)  0.1090
H (6.60, -3.12, 3.88)  0.1017
C (2.42, -4.10, -2.63)  -0.3650
O (2.87, -3.10, -3.18)  -0.0128
N (1.11, -4.32, -2.40)  -0.1896
C (0.64, -5.51, -1.74)  -0.0562
C (0.15, -3.31, -2.81)  -0.0399
H (3.07, -4.91, -2.26)  0.1247
H (-0.04, -6.07, -2.38)  0.0898
H (0.11, -5.26, -0.82)  0.0885
H (1.49, -6.15, -1.49)  0.0808
H (0.21, -3.15, -3.89)  0.0936
H (0.36, -2.36, -2.32)  0.0875
H (-0.85, -3.64, -2.54)  0.0638
C (-2.48, -2.19, -0.22)  -0.3603
O (-2.66, -3.03, -1.09)  -0.0107
N (-2.59, -0.86, -0.40)  -0.1871
C (-2.38, 0.08, 0.68)  -0.0625
C (-2.93, -0.37, -1.73)  -0.0352
H (-2.20, -2.46, 0.81)  0.1317
H (-3.28, 0.67, 0.85)  0.0882
H (-1.56, 0.76, 0.45)  0.0944
H (-2.14, -0.46, 1.60)  0.0726
H (-3.89, -0.77, -2.05)  0.0932
H (-2.18, -0.68, -2.46)  0.0922
H (-2.97, 0.72, -1.71)  0.0703
C (-4.32, 2.61, -3.93)  -0.3725
O (-3.16, 2.27, -3.76)  0.0057
N (-5.11, 2.15, -4.92)  -0.1901
C (-6.48, 2.61, -5.09)  -0.0569
C (-4.56, 1.17, -5.84)  -0.0357
H (-4.82, 3.34, -3.28)  0.1275
H (-7.17, 1.77, -5.00)  0.0899
H (-6.61, 3.08, -6.06)  0.0932
H (-6.73, 3.34, -4.32)  0.0736
H (-4.25, 0.28, -5.30)  0.0900
H (-3.69, 1.57, -6.35)  0.0932
H (-5.32, 0.91, -6.57)  0.0860
C (-6.86, 6.98, -4.38)  -0.3496
O (-7.48, 6.02, -4.79)  0.0049
N (-5.51, 7.08, -4.41)  -0.1940
C (-4.80, 8.22, -3.89)  -0.0580
C (-4.77, 5.97, -4.99)  -0.0280
H (-7.35, 7.86, -3.93)  0.1330
H (-4.21, 8.71, -4.67)  0.0898
H (-4.13, 7.93, -3.08)  0.0905
H (-5.51, 8.94, -3.49)  0.0822
H (-5.06, 5.83, -6.03)  0.0999
H (-5.00, 5.05, -4.46)  0.0493
H (-3.71, 6.17, -4.93)  0.0952
C (-4.46, -0.08, 4.41)  -0.3493
O (-3.31, 0.13, 4.04)  0.0096
N (-5.27, -1.00, 3.84)  -0.1958
C (-6.62, -1.22, 4.30)  -0.0601
C (-4.74, -1.79, 2.74)  -0.0379
H (-4.93, 0.47, 5.24)  0.1326
H (-6.76, -2.25, 4.64)  0.0895
H (-7.34, -1.03, 3.49)  0.0894
H (-6.84, -0.54, 5.12)  0.0818
H (-3.86, -2.35, 3.07)  0.0957
H (-4.44, -1.13, 1.93)  0.0675
H (-5.50, -2.48, 2.39)  0.0921
C (5.14, -1.73, 6.90)  -0.3497
O (4.95, -2.62, 6.09)  0.0112
N (4.46, -0.57, 6.92)  -0.1956
C (4.72, 0.45, 7.92)  -0.0620
C (3.44, -0.34, 5.91)  -0.0295
H (5.88, -1.82, 7.71)  0.1325
H (3.82, 0.65, 8.51)  0.0894
H (5.04, 1.38, 7.45)  0.0893
H (5.50, 0.11, 8.59)  0.0811
H (2.66, -1.11, 5.97)  0.0987
H (3.87, -0.38, 4.91)  0.0631
H (2.99, 0.64, 6.08)  0.0914

The molecular weight comes out at 685.8 g mol⁻¹. The SMILES is O=CC[C@@]1(P(O)O)CC(=O)N[C@@H]1C[C@@H]1CO1.CN(C)C=O.CN(C)C=O.CN(C)C=O.CN(C)C=O.CN(C)C=O.CN(C)C=O. The energy relative to the best compared isomer or geometry (same formula, charge and spin) is 0.00 kcal per mole. For the max |F|, the calculation gives 2.91 eV/Å. As for the orbital gap: 8.49 eV. For the LUMO energy, the calculation gives 0.581 eV. For the highest occupied orbital energy, the calculation gives -7.9 eV.